Run P
The following is a DFT calculation (ωB97M-V/def2-TZVPD) of an isolated ion of composition C4H11N2O2 and charge +1.

Computed properties:
- 2S+1: 1
- Lowest unoccupied orbital energy: -3.26 eV
- HOMO-LUMO gap: 0.411 hartree
- Charge: +1
- SMILES string: CNC(=O)[C@@H]([NH3+])CO

The geometry in XYZ format:
```
19
C4H11N2O2, DFT ωB97M-V/def2-TZVPD
H -1.993 1.829 -0.015
H 1.766 -1.331 0.470
H -2.110 0.961 -1.408
C 1.640 -0.906 1.445
H 2.542 -1.224 1.978
O 0.847 2.114 -0.173
O -1.761 -1.399 -1.274
H -1.707 -2.355 -1.210
H -0.018 -0.583 -2.036
N -1.429 1.421 -0.753
C -0.474 -0.801 -1.083
H 2.268 1.069 1.571
C 0.726 0.986 0.327
H -0.863 2.139 -1.271
C -0.614 0.346 -0.138
H -1.215 0.056 0.776
H 0.176 -1.589 -0.714
H 0.829 -1.314 2.071
N 1.390 0.581 1.437
```

Run Q
The following is a DFT calculation (ωB97M-V/def2-TZVPD) of an isolated ion of composition C4H11N2O2 and charge +1.

Computed properties:
- 2S+1: 1
- Lowest unoccupied orbital energy: -3.48 eV
- HOMO-LUMO gap: 0.385 hartree
- Charge: +1
- SMILES string: C[C@@]1([NH3+])CON[C@H]1O

The geometry in XYZ format:
```
19
C4H11N2O2, DFT ωB97M-V/def2-TZVPD
N 2.027 -0.080 -0.414
H 0.471 1.630 -1.101
H 2.540 -0.724 0.136
H -2.345 0.563 0.311
H -1.658 -0.342 1.553
H 0.118 1.496 1.725
H -2.033 -1.184 0.121
O 1.750 0.966 0.465
H 0.958 -0.103 1.918
O 0.376 -2.225 -0.146
C 0.552 -0.947 -0.638
H -0.963 0.818 -1.819
H 0.385 -0.867 -1.761
N -0.481 1.261 -0.996
C 0.592 0.678 1.215
C -0.316 0.137 0.073
C -1.667 -0.220 0.538
H -1.201 1.809 -0.438
H 0.897 -2.666 -0.741
```

Run R
The following is a DFT calculation (ωB97M-V/def2-TZVPD) of a 3-piece molecular cluster, C4H11N2O2 overall.

Computed properties:
- 2S+1: 1
- Lowest unoccupied orbital energy: -2.88 eV
- HOMO-LUMO gap: 0.395 hartree
- Charge: +1

The geometry in XYZ format:
```
19
C4H11N2O2, DFT ωB97M-V/def2-TZVPD
C -0.259 -1.039 -1.896
H -0.042 -0.464 -2.804
H 3.305 -0.286 0.883
N 0.307 0.257 0.220
H 2.713 -1.509 -1.103
H 1.081 0.514 2.151
O -0.976 2.902 1.112
C 1.964 -0.947 -0.572
H -2.442 -1.677 0.157
C 1.295 0.263 1.125
N 2.350 -0.360 0.615
O -2.274 -0.846 0.660
H -1.564 3.485 0.644
H -0.622 0.599 0.455
H -0.142 -2.091 -2.101
H -0.936 3.183 2.028
H -1.286 -0.796 -1.655
H -3.164 -0.619 0.911
C 0.690 -0.568 -0.830
```

Last place for stability: run Q

Run P
The following is a DFT calculation (ωB97M-V/def2-TZVPD) of C4H11N2O2 as an isolated structure.

Computed properties:
- 2S+1: 1
- Lowest unoccupied orbital energy: -3.11 eV
- HOMO-LUMO gap: 0.395 hartree
- Charge: +1

The geometry in XYZ format:
```
19
C4H11N2O2, DFT ωB97M-V/def2-TZVPD
H 2.101 -1.831 0.210
N -1.671 -1.249 0.338
N -0.620 0.618 -0.533
O 2.275 1.413 -0.037
H 1.196 0.350 1.251
H 3.033 1.153 -0.683
H -2.381 -1.759 0.801
H 3.228 -0.969 -0.843
H -2.750 1.905 0.054
H 3.586 -0.884 0.831
H -3.408 0.518 0.938
C -1.719 0.059 -0.057
H -0.879 -1.728 -0.083
C 1.826 0.222 0.311
H -3.536 0.728 -1.032
H -0.604 1.569 -0.830
C 2.770 -0.889 0.150
O 0.479 -0.098 -0.805
C -2.925 0.871 0.020
```

Run Q
The following is a DFT calculation (ωB97M-V/def2-TZVPD) of a 3-piece molecular cluster, C4H11N2O2 overall.

Computed properties:
- 2S+1: 1
- Lowest unoccupied orbital energy: -3.12 eV
- HOMO-LUMO gap: 0.398 hartree
- Charge: +1

The geometry in XYZ format:
```
19
C4H11N2O2, DFT ωB97M-V/def2-TZVPD
N -0.729 -0.518 1.064
H -1.408 2.587 0.756
H -1.049 -1.111 -2.283
O 2.190 -1.271 0.757
C -0.954 -0.292 -0.240
H 2.977 0.779 -1.351
H -1.454 1.558 -1.325
N -1.268 1.572 0.932
C -0.949 -1.402 -1.234
C -0.950 0.625 1.773
H -0.727 0.881 2.834
H -0.435 -1.359 1.607
O 2.318 0.862 -2.090
H -1.870 -1.951 -1.209
C -1.406 0.976 -0.435
H 2.643 -0.604 1.295
H 2.461 -2.160 0.736
H 2.346 -0.051 -2.426
H 0.003 -1.887 -0.980
```

Last place for stability: run P

Run P
The following is a DFT calculation (ωB97M-V/def2-TZVPD) of C5H10N2O as an isolated structure.

Computed properties:
- 2S+1: 1
- Lowest unoccupied orbital energy (spin up / spin down): 0.42 / 0.43 eV
- HOMO-LUMO gap (spin up / spin down): 0.254 / 0.254 hartree
- Charge: 0

The geometry in XYZ format:
```
18
C5H10N2O, DFT ωB97M-V/def2-TZVPD
N -0.511 0.077 -0.721
C -1.475 0.651 1.503
C -0.492 0.808 0.563
H -0.008 1.773 0.454
H -1.605 1.394 2.276
H -2.153 -0.190 1.508
H 0.050 -1.179 1.911
O 0.758 -1.458 1.285
C -1.452 -0.768 -1.012
H 1.942 0.269 1.085
H 1.043 -1.306 -1.337
H 1.940 1.481 -1.027
N 1.855 0.597 -1.511
H -1.272 -1.496 -1.791
C 1.037 -0.339 -0.840
H -2.400 -0.739 -0.498
H 1.583 0.754 -2.472
C 1.160 -0.330 0.623
```

Run Q
The following is a DFT calculation (ωB97M-V/def2-TZVPD) of a 2-piece molecular cluster, C5H10N2O overall.

Computed properties:
- 2S+1: 1
- Lowest unoccupied orbital energy: 0.64 eV
- HOMO-LUMO gap: 0.338 hartree
- Charge: 0
- SMILES string: Cc1c[nH]cn1.CO

The geometry in XYZ format:
```
18
C5H10N2O, DFT ωB97M-V/def2-TZVPD
C 0.268 2.043 0.760
H -1.481 -0.323 -0.526
H -0.628 -3.428 2.163
N 0.429 2.372 -0.491
H 1.073 -1.746 2.203
H -0.652 0.554 -3.117
O -0.280 -3.103 1.316
H 0.691 2.499 1.645
H -0.864 0.644 1.794
C -0.934 0.591 -0.376
C -0.327 1.480 -1.209
N -0.524 0.956 0.895
H 0.618 1.774 -3.080
C 1.020 -2.567 1.487
H 1.738 -3.333 1.773
H -1.099 2.265 -3.034
H 1.322 -2.200 0.506
C -0.370 1.522 -2.708
```

Last place for stability: run P